Entry 1:
{"formula": "C4H2FO2", "method": "ωB97M-V with the def2-TZVPD basis set", "symbols": ["C", "C", "C", "C", "O", "O", "F", "H", "H"], "coordinates": [[-0.4648, 0.3344, -0.0108], [-2.4315, 1.0707, 0.3821], [-2.9103, -0.1763, 0.1454], [0.5456, -0.2083, -0.7559], [-3.1531, 0.8542, -0.8152], [-3.2202, -1.3250, 0.0819], [1.8711, -0.2388, -0.2500], [-0.0940, 0.8301, 0.7985], [0.4874, -0.6488, -1.7526]], "mulliken_charge": [-0.590, -0.489, 0.807, -0.095, -0.315, -0.584, -0.292, 0.256, 0.301], "total_charge": -1, "orbital_gap_ev": 8.07, "relative_energy_kcal_mol": 91.0, "e_homo_ha": -0.1392}

=====

Entry 2:
{"formula": "C4H2FeO6", "method": "ωB97M-V with the def2-TZVPD basis set", "symbols": ["O", "C", "O", "Fe", "O", "H", "O", "O", "O", "C", "C", "C", "H"], "coordinates": [[-3.2179, -0.5079, 0.2242], [-2.1427, 0.0712, 0.3833], [-2.0094, 1.1673, 0.9175], [-4.2941, 0.8515, 1.2179], [-0.7081, -0.7133, 0.1828], [0.5701, 0.4778, 1.2288], [2.9586, 0.7867, -0.8561], [1.8320, -0.8401, -1.4561], [0.7859, 1.0120, -1.0460], [0.4869, -0.1190, 0.3075], [1.6791, -0.9523, -0.0781], [1.9079, 0.5320, -1.4925], [2.1519, -1.7659, 0.4667]], "mulliken_spin": [0.107, 0.011, 0.078, 3.837, -0.008, 0.026, 0.794, 0.210, 0.106, 0.123, 0.746, -0.046, 0.015], "total_charge": 2, "orbital_gap_ev": [6.07, 8.13], "s_squared": 12.018, "e_homo_ha": [-0.6276, -0.7338], "multiplicity": 7}

=====

Entry 3:
{"formula": "C4H2HgLiO2", "method": "ωB97M-V with the def2-TZVPD basis set", "symbols": ["H", "O", "C", "C", "C", "Li", "O", "C", "Hg", "H"], "coordinates": [[1.0491, -2.7094, 1.2562], [1.2063, -1.9439, -0.6314], [0.9281, -1.8378, 0.5886], [0.1092, -0.7883, 1.0352], [-0.6167, 0.2501, 1.0521], [0.4449, -0.5765, -1.7673], [-1.2836, 2.2979, -0.6609], [-0.1645, 1.7084, -0.6659], [-2.3681, 1.1829, 0.5629], [0.6954, 2.4166, -0.7695]], "mulliken_charge": [0.346, -0.627, 0.310, -0.248, -0.064, 0.919, -0.502, -0.183, 0.799, 0.251], "total_charge": 1, "orbital_gap_ev": [6.55, 5.83], "relative_energy_kcal_mol": 38.2, "e_homo_ha": [-0.4683, -0.4393]}

=====

Entry 4:
{"formula": "C4H2IO2", "method": "ωB97M-V with the def2-TZVPD basis set", "symbols": ["C", "C", "C", "C", "O", "O", "I", "H", "H"], "coordinates": [[-0.1862, 0.3756, -0.9277], [-0.1645, 0.0085, 0.2277], [3.1594, -0.3900, 2.0058], [0.2525, -0.3206, 1.5877], [3.5056, -1.4909, 1.9508], [3.1405, 0.7329, 2.0171], [-0.5214, 1.6129, 2.7830], [-0.8014, 0.6707, -1.7298], [-0.5558, -0.8776, 2.0273]], "mulliken_charge": [-0.374, 0.055, 0.686, -0.905, -0.421, -0.288, -0.337, 0.295, 0.289], "total_charge": -1, "orbital_gap_ev": 6.88, "relative_energy_kcal_mol": 23.0, "e_homo_ha": -0.1298}

=====

Entry 5:
{"formula": "C4H2IO2", "method": "ωB97M-V with the def2-TZVPD basis set", "symbols": ["C", "C", "C", "C", "O", "O", "I", "H", "H"], "coordinates": [[-1.3237, 1.0173, 1.4597], [-0.8789, 0.2496, 0.6098], [1.3575, 0.1935, -0.8038], [-0.0690, -0.5077, -0.2278], [2.3684, -0.2301, -0.2964], [1.0626, 1.0238, -1.6575], [0.1679, -2.4651, 0.7575], [-2.0015, 1.6960, 2.0138], [-0.6835, -0.9773, -1.8551]], "mulliken_spin": [0.433, -0.112, 0.037, 0.592, 0.138, 0.032, 0.050, 0.002, 0.828], "total_charge": -1, "orbital_gap_ev": [5.69, 6.35], "s_squared": 2.027, "relative_energy_kcal_mol": 46.1, "e_homo_ha": [-0.1015, -0.1810], "multiplicity": 3}

=====

Entry 6:
{"formula": "C4H2MnO5", "method": "ωB97M-V with the def2-TZVPD basis set", "symbols": ["Mn", "O", "C", "C", "O", "C", "O", "C", "O", "O", "H", "H"], "coordinates": [[-0.7396, 0.5259, 0.0988], [-2.1704, -0.7537, -2.2434], [-1.6136, -0.3044, -1.3365], [-0.0308, -0.4925, 1.4391], [0.2508, -1.1886, 2.3834], [0.8511, 1.5562, -0.0304], [1.5025, 2.5353, -0.1508], [-1.9556, 1.4104, 0.9607], [-2.3746, 2.1284, 1.8314], [1.7837, -1.5249, -1.1060], [1.8756, -2.5449, -1.1928], [2.6207, -1.3471, -0.6535]], "mulliken_spin": [3.981, 0.097, -0.005, -0.175, 0.207, -0.043, 0.132, -0.214, 0.275, -0.262, 0.004, 0.002], "total_charge": 3, "orbital_gap_ev": [4.36, 7.62], "s_squared": 6.271, "relative_energy_kcal_mol": 74.7, "e_homo_ha": [-0.9020, -0.9698], "multiplicity": 5}

=====

What did the second record say?
{"formula": "C4H2FeO6", "method": "ωB97M-V with the def2-TZVPD basis set", "symbols": ["O", "C", "O", "Fe", "O", "H", "O", "O", "O", "C", "C", "C", "H"], "coordinates": [[-3.2179, -0.5079, 0.2242], [-2.1427, 0.0712, 0.3833], [-2.0094, 1.1673, 0.9175], [-4.2941, 0.8515, 1.2179], [-0.7081, -0.7133, 0.1828], [0.5701, 0.4778, 1.2288], [2.9586, 0.7867, -0.8561], [1.8320, -0.8401, -1.4561], [0.7859, 1.0120, -1.0460], [0.4869, -0.1190, 0.3075], [1.6791, -0.9523, -0.0781], [1.9079, 0.5320, -1.4925], [2.1519, -1.7659, 0.4667]], "mulliken_spin": [0.107, 0.011, 0.078, 3.837, -0.008, 0.026, 0.794, 0.210, 0.106, 0.123, 0.746, -0.046, 0.015], "total_charge": 2, "orbital_gap_ev": [6.07, 8.13], "s_squared": 12.018, "e_homo_ha": [-0.6276, -0.7338], "multiplicity": 7}